This record from OMol25 describes C3H4Br2Na6O3 as an isolated structure at a distorted geometry. The level of theory is ωB97M-V with the def2-TZVPD basis set.

Cartesian coordinates (Å):
Na -1.27692 1.72222 1.46985
Br 1.71216 -2.13138 -0.77995
Na -1.95431 2.08506 -2.32167
Br 2.36407 -1.69142 2.68756
Na -3.63905 1.40783 -0.21130
O -1.80229 1.56259 -0.48823
C 1.63936 -0.38843 1.49163
O -0.79022 0.01406 0.38045
H 2.09895 0.34595 -0.59947
O -0.68538 0.22579 -1.74675
H 1.85524 0.56223 1.97921
Na -1.42810 -0.70172 -3.12687
Na -0.59509 -1.60127 -0.81561
Na -2.73341 -0.52997 1.08792
H 0.56404 -0.51187 1.36305
H 3.39105 -0.51711 0.20395
C 2.30841 -0.47675 0.08419
C -1.02852 0.62420 -0.65797

Its frontier orbital gap is 3.304 eV. As for the energy above the lowest of the compared OMol25 structures with the same formula, charge and spin: 7.959 eV. As for the total energy: -175858.97839 eV. The value obtained for the LUMO energy is -17.011 eV. The value obtained for the HOMO energy is -20.3 eV. As for the charge: +4.

Here are the Mulliken charges for atoms 1 to 6, given in e: atom 1 (Na): 1.00, atom 2 (Br): -0.03, atom 3 (Na): 0.99, atom 4 (Br): 0.05, atom 5 (Na): 1.01, atom 6 (O): -1.31